{
  "formula": "C15H16Cl24F3NO4P",
  "method": "ωB97M-V/def2-TZVPD",
  "symbols": ["H", "H", "C", "H", "H", "H", "H", "H", "Cl", "H", "Cl", "O", "H", "O", "Cl", "H", "O", "H", "Cl", "H", "Cl", "C", "C", "C", "Cl", "F", "P", "Cl", "Cl", "F", "N", "Cl", "H", "C", "O", "H", "H", "Cl", "Cl", "F", "Cl", "Cl", "C", "Cl", "Cl", "C", "C", "C", "Cl", "C", "Cl", "C", "C", "C", "Cl", "Cl", "Cl", "Cl", "Cl", "Cl", "Cl", "H", "C", "C"],
  "coordinates": [[-4.651563, 7.735188, 3.211357], [5.654473, -0.743407, -1.359775], [3.935808, -0.711020, 3.457418], [8.635172, -3.442882, 5.270487], [3.257657, -2.545146, -3.384920], [-0.480553, -8.518669, -2.416855], [2.539973, -5.480064, -1.178158], [0.536894, 1.820440, -4.130768], [0.637544, -6.401612, -0.135981], [4.683747, 0.041100, 3.721144], [6.542369, -4.526514, 5.248676], [5.023160, -0.965259, -0.588239], [-3.770289, 6.282912, -3.757164], [-2.491387, 2.653062, -1.273033], [2.796597, -0.862547, 4.805971], [-1.358549, 3.258420, -3.104228], [4.118745, -2.332735, -2.917995], [-3.379154, 4.446233, 0.099676], [0.738804, -4.437712, -2.284524], [-0.807324, 3.953187, -1.441646], [-4.621434, 9.889795, 4.166018], [0.248478, 1.216873, -0.267221], [-1.232092, 2.967297, -1.964312], [-2.702335, 6.163613, -3.557437], [-2.556230, 4.079027, 2.277408], [-2.997321, 0.359474, -0.854252], [3.631257, -1.683211, -1.353414], [-1.884017, 7.679329, -3.973074], [-3.028737, -4.464751, 0.525189], [-4.643792, 1.813807, -1.913166], [1.899298, 0.273709, -2.917192], [-4.675112, -3.064106, 2.477357], [-0.354733, 1.568461, 0.684559], [1.560507, -5.814157, -1.529835], [3.096392, -2.948107, -0.519104], [1.752005, -0.411622, 0.872380], [-4.055771, -2.353715, 0.317144], [8.073504, -3.615378, 7.552896], [1.804213, -7.115241, -2.707671], [-2.766716, 1.124955, -3.222794], [4.767842, -2.248886, 3.170228], [-2.493681, 5.795648, -1.836850], [-3.543229, -2.879529, 1.126754], [-5.316201, 4.488115, 1.441633], [-2.140206, -1.915328, 1.618314], [2.258092, -0.345873, -1.562043], [-0.044374, 1.829239, -1.760699], [-4.890759, 8.138739, 4.198566], [-2.092733, 4.833271, -4.556480], [1.460367, 0.074814, -0.153278], [3.097048, -0.174328, 1.991828], [-3.618349, 4.849785, 1.086884], [-1.441497, -9.022713, -2.547910], [7.709888, -3.332948, 5.841812], [-3.828639, 7.367981, 5.389089], [-2.656551, -8.168369, -1.581942], [-1.273061, -10.697873, -1.995408], [7.096012, -1.688616, 5.599568], [-1.867296, -8.974529, -4.267178], [-6.588611, 7.777069, 4.553315], [-3.349025, 6.600841, 1.054337], [2.406780, -0.015910, -3.805664], [0.810376, 1.339259, -3.096113], [-3.171680, 1.481114, -1.843686]],
  "forces_ev_per_angstrom": [[-0.0971, 0.1372, 0.3800], [-0.9813, -0.3129, 1.6819], [0.4502, -0.5738, 0.7870], [-0.3362, 0.0575, 0.1953], [1.2270, -0.0834, 0.6915], [-0.3693, -0.1777, -0.0332], [-0.3457, -0.0129, -0.1159], [0.9544, -1.4036, 2.0797], [0.1456, 0.1354, -0.2668], [-0.2755, -0.1754, -0.1694], [0.1731, 0.1024, 0.0408], [-2.0426, -0.9068, -4.2829], [0.3542, -0.1091, 0.0746], [-0.1107, -3.2474, -2.9042], [0.2056, 0.1159, -0.3273], [0.0927, -1.0476, 2.6308], [-2.0213, 2.5218, 2.2868], [-0.1579, 0.0890, 0.4134], [-0.0213, -0.0253, -0.0607], [-1.1343, -2.3842, -0.9999], [-0.0075, -0.2266, -0.0529], [2.7490, -1.5758, -3.9216], [2.4463, 0.7263, -0.0681], [-0.0056, 0.4177, -0.0499], [-0.0103, 0.0273, -0.1648], [-0.6085, 3.5174, -3.9729], [0.3690, -5.9037, 2.3999], [-0.2062, -0.3864, 0.0987], [-0.0351, 0.2645, 0.0217], [5.3858, -1.4488, 0.3068], [-2.3165, 1.8535, 2.6961], [0.1889, 0.0862, -0.2465], [1.3019, -0.8040, -2.2135], [0.1802, -0.1161, 0.2976], [1.7634, 5.8349, -2.9877], [-1.3924, 0.5141, -2.8091], [0.1965, -0.1607, 0.2877], [-0.0327, 0.0549, -0.3152], [0.0340, 0.1820, 0.0752], [-1.1232, 0.9127, 4.9755], [-0.3542, 0.4322, -0.1568], [-0.1653, 0.5118, -0.5337], [-0.2664, -0.1866, -0.0606], [0.3295, 0.0559, -0.1083], [-0.0147, 0.0215, -0.0446], [-2.9996, 2.7430, 0.9139], [1.9158, -2.3556, 0.2404], [-0.0434, 0.0030, -0.0465], [-0.2064, 0.2618, -0.4176], [-1.8841, 2.2512, -5.1331], [1.3787, 0.3035, 1.3179], [-0.2594, -0.0911, 0.0350], [0.0778, -0.0449, 0.0273], [0.1082, -0.1311, 0.0919], [-0.0863, 0.0412, -0.1951], [0.1485, -0.0357, -0.0810], [0.0211, 0.2502, -0.0629], [0.2050, -0.0507, 0.1192], [0.1013, 0.0383, 0.1916], [0.2214, 0.0118, -0.0972], [-0.0214, -0.1305, 0.2341], [-0.7041, 0.3899, 1.7379], [-0.1911, -1.1763, 4.8441], [-1.8976, 0.4190, 0.7256]],
  "total_charge": 1,
  "mol_weight_g_mol": 1213.14,
  "homo_ha": -0.4503,
  "total_energy_ev": -343457.573,
  "multiplicity": 1
}